Computed, not measured: a structure of composition C57H47FGeNP3PdS2 in a non-equilibrium geometry, with ωB97M-V/def2-TZVPD.

Structure (ORCA input):
```
! wB97M-V def2-TZVPD RIJCOSX def2/J DEFGRID3
* xyz 0 1
Pd -0.20 0.14 0.03
F -1.21 -0.19 -4.16
Ge -0.65 0.22 -2.44
C -0.75 2.17 -2.72
C -0.61 2.69 -4.01
C -0.79 4.04 -4.25
C -1.14 4.89 -3.20
C -1.27 4.38 -1.92
C -1.06 3.03 -1.67
P -1.15 2.31 0.02
C -0.08 3.46 0.97
C 0.94 4.20 0.38
C 1.74 5.03 1.15
C 1.55 5.12 2.52
C 0.56 4.36 3.12
C -0.26 3.54 2.35
C -2.80 2.84 0.62
C -3.11 4.15 1.00
C -4.39 4.48 1.42
C -5.38 3.51 1.48
C -5.08 2.20 1.12
C -3.80 1.87 0.69
C 1.20 -0.38 -2.98
C 1.41 -0.73 -4.32
C 2.68 -0.99 -4.80
C 3.78 -0.91 -3.96
C 3.59 -0.58 -2.64
C 2.31 -0.31 -2.14
P 2.10 0.08 -0.36
C 3.08 -1.33 0.33
C 4.40 -1.26 0.75
C 5.08 -2.41 1.12
C 4.46 -3.65 1.06
C 3.13 -3.73 0.67
C 2.44 -2.57 0.32
C 3.22 1.49 -0.06
C 3.47 1.85 1.26
C 4.33 2.90 1.56
C 4.93 3.61 0.54
C 4.64 3.30 -0.78
C 3.79 2.25 -1.09
C -2.55 -0.28 -1.93
C -3.57 0.35 -2.64
C -4.91 0.11 -2.32
C -5.23 -0.79 -1.32
C -4.22 -1.46 -0.63
C -2.89 -1.18 -0.92
P -1.44 -1.93 -0.11
C -2.10 -2.73 1.39
C -2.84 -1.97 2.30
C -3.26 -2.51 3.51
C -2.92 -3.81 3.84
C -2.16 -4.57 2.96
C -1.75 -4.04 1.75
C -1.25 -3.36 -1.26
C -2.26 -4.32 -1.38
C -2.13 -5.35 -2.30
C -1.00 -5.43 -3.11
C -0.01 -4.47 -3.00
C -0.13 -3.44 -2.08
H -0.38 2.01 -4.82
H -0.69 4.43 -5.25
H -1.29 5.95 -3.38
H -1.53 5.06 -1.11
H 1.10 4.14 -0.69
H 2.51 5.62 0.67
H 2.18 5.76 3.11
H 0.41 4.41 4.19
H -1.04 2.97 2.83
H -2.33 4.91 1.00
H -4.61 5.50 1.71
H -6.37 3.77 1.81
H -5.84 1.43 1.17
H -3.56 0.85 0.41
H 0.55 -0.80 -4.97
H 2.81 -1.26 -5.85
H 4.77 -1.12 -4.34
H 4.45 -0.53 -1.97
H 4.91 -0.30 0.80
H 6.12 -2.34 1.44
H 5.01 -4.55 1.31
H 2.62 -4.69 0.64
H 1.40 -2.62 0.05
H 2.97 1.31 2.06
H 4.52 3.16 2.60
H 5.61 4.42 0.77
H 5.09 3.88 -1.59
H 3.57 2.01 -2.12
H -3.32 1.03 -3.44
H -5.69 0.63 -2.86
H -6.27 -0.99 -1.08
H -4.48 -2.16 0.15
H -3.08 -0.94 2.05
H -3.84 -1.90 4.19
H -3.25 -4.23 4.78
H -1.89 -5.59 3.22
H -1.15 -4.64 1.07
H -3.15 -4.26 -0.77
H -2.92 -6.09 -2.40
H -0.90 -6.23 -3.83
H 0.87 -4.52 -3.64
H 0.64 -2.68 -2.01
S -0.08 0.18 2.77
C 0.88 -0.98 3.46
N 0.55 -2.26 3.62
C 1.56 -3.20 4.08
C 2.66 -2.38 4.76
S 2.45 -0.67 4.16
H -0.29 -2.60 3.17
H 1.97 -3.76 3.24
H 1.11 -3.91 4.77
H 3.65 -2.72 4.49
H 2.56 -2.38 5.84
*
```

Results
E_HOMO   -0.254 Eh
LUMO energy   0.31 eV

Here are the Löwdin charges for atoms 1 to 6, given in e:
1. Pd 0.022
2. F -0.356
3. Ge 0.809
4. C -0.273
5. C -0.089
6. C -0.078